The molecule C21H32N4O4S in a non-equilibrium geometry. Source: the Open Molecules 2025 dataset; level of theory: ωB97M-V/def2-TZVPD.

The energy above the lowest of the compared OMol25 structures with the same formula, charge and spin is 5.4 kcal per mole. As for the SMILES: CCCCN(C)CCNC(=O)c1c[nH]c2ccc(S(=O)(=O)N(CC)CC)cc2c1=O. The calculation puts the LUMO energy at -0.18 eV. The HOMO-LUMO gap comes out at 7.788 eV. For the largest force on an atom, the calculation gives 1.118 eV/A. Its net charge is 0. The HOMO energy is -8.0 eV.

XYZ file:
```
62
Properties=species:S:1:pos:R:3:nbo_charge:R:1
S 4.59052 -0.06905 -0.88842 2.3194
O 4.38862 0.39018 -2.23195 -0.9349
O 5.70390 -0.94135 -0.63312 -0.9456
O -0.34128 1.11465 0.78570 -0.6246
O -3.86932 -1.06981 1.52073 -0.6696
N -5.00682 1.95882 -0.47158 -0.4508
N -2.90099 0.97819 1.58940 -0.6140
N 4.59181 1.24225 0.14702 -0.6934
N -0.40321 -2.94599 0.51203 -0.5159
C -4.58521 2.60860 0.74753 -0.2064
C 5.31858 1.01660 1.38310 -0.2253
C 1.90737 -3.00159 -0.16506 -0.2455
C 0.76050 -2.29072 0.20901 0.1806
C 3.06464 -2.32299 -0.47024 -0.1475
C 4.73895 2.53908 -0.48461 -0.2142
C 1.97523 -0.22165 -0.04772 -0.1335
C -1.56597 -0.91734 0.98195 -0.3206
C 6.16277 2.84232 -0.94117 -0.6304
C -6.85699 0.71163 -1.55393 -0.4104
C -6.95315 -1.82648 -1.52845 -0.6089
C -2.89151 -0.34632 1.38847 0.6717
C 0.79008 -0.88725 0.27947 -0.1135
C -6.48916 -0.58384 -2.28049 -0.3923
C -0.39089 -0.11070 0.69651 0.5126
C 4.58955 0.00501 2.25743 -0.6165
C -3.92881 1.47772 -1.31111 -0.4107
C 3.09000 -0.93378 -0.40905 -0.3370
C -6.05505 0.96928 -0.26951 -0.2332
C -4.09970 1.70799 1.90750 -0.2550
C -1.51242 -2.27252 0.87108 0.1398
H -2.04876 1.49250 1.38066 0.4364
H -8.03019 -1.79929 -1.37576 0.1972
H 6.49163 2.06444 -1.62601 0.2213
H -3.09416 2.17553 -1.27336 0.2022
H 1.87199 -4.08017 -0.21266 0.2186
H 5.08089 -0.06255 3.22510 0.2175
H -0.41962 -3.95482 0.45345 0.4162
H 4.38658 3.29660 0.22247 0.1991
H -5.64470 0.02182 0.11030 0.1912
H -3.56572 0.48164 -1.02427 0.1650
H 1.99736 0.85568 -0.00176 0.2582
H -6.47126 -1.89593 -0.55648 0.2096
H 4.07634 2.52720 -1.35069 0.2301
H -5.40972 -0.63607 -2.42672 0.1938
H -2.40284 -2.84870 1.08403 0.2492
H -3.78886 3.31313 0.49221 0.1913
H -6.95703 -0.57358 -3.26861 0.1978
H -3.91020 2.34356 2.77888 0.1963
H -6.72655 1.37418 0.49135 0.1943
H 5.38950 1.97409 1.90432 0.2058
H 4.60810 -0.97460 1.78820 0.2150
H 6.84581 2.88075 -0.09555 0.2028
H -7.92013 0.67014 -1.30843 0.1996
H 6.32956 0.64813 1.17240 0.2059
H -4.86633 0.97381 2.16315 0.2286
H -6.70963 -2.72405 -2.09332 0.2044
H 3.55552 0.30682 2.40575 0.2112
H -4.28071 1.42846 -2.34219 0.1936
H 6.19015 3.79939 -1.45558 0.2180
H -5.43726 3.18543 1.12357 0.1952
H -6.70997 1.56373 -2.21953 0.2135
H 3.96676 -2.84122 -0.75412 0.2469
```